{
  "formula": "C40H46BrCrGe2N5O10",
  "method": "ωB97M-V/def2-TZVPD",
  "symbols": ["Cr", "C", "O", "C", "C", "C", "Br", "C", "C", "C", "O", "C", "N", "C", "C", "C", "C", "C", "C", "N", "H", "H", "H", "H", "H", "H", "H", "H", "H", "H", "H", "C", "C", "Ge", "C", "C", "C", "C", "Ge", "C", "C", "C", "C", "C", "C", "C", "C", "C", "C", "H", "H", "H", "H", "H", "H", "H", "H", "H", "H", "H", "H", "H", "H", "H", "H", "H", "H", "H", "H", "H", "H", "H", "H", "H", "H", "N", "C", "C", "C", "O", "O", "H", "H", "H", "H", "H", "H", "O", "C", "O", "C", "C", "C", "C", "C", "C", "N", "O", "O", "N", "O", "O", "H", "H", "H"],
  "xyz": [[0.207558, -0.465437, -0.559808], [1.246671, 2.693749, 2.621730], [0.838746, 2.273453, 1.317576], [0.033233, 3.152740, 0.659500], [-0.325792, 4.394259, 1.167521], [-1.138868, 5.237416, 0.423990], [-1.586266, 6.923865, 1.136258], [-1.622248, 4.863040, -0.808461], [-1.284116, 3.613839, -1.322136], [-0.441021, 2.774263, -0.599347], [-0.000291, 1.564317, -1.146581], [-1.832171, 3.256957, -2.636132], [-2.025474, 4.106342, -3.593001], [-2.601012, 3.373529, -4.619277], [-3.024590, 3.797107, -5.877105], [-3.593707, 2.856286, -6.707675], [-3.738602, 1.519214, -6.307690], [-3.308162, 1.081242, -5.070172], [-2.735596, 2.035348, -4.238591], [-2.184166, 1.954382, -2.960014], [0.376946, 2.920064, 3.240362], [1.893295, 3.571515, 2.558116], [1.791061, 1.863155, 3.056645], [0.023464, 4.721755, 2.132026], [-2.262119, 5.509658, -1.389704], [-0.284986, 1.569069, -2.079079], [-2.911685, 4.828173, -6.176949], [-3.938858, 3.149469, -7.688728], [-4.192335, 0.813911, -6.990045], [-3.409130, 0.048319, -4.776002], [-2.443817, 1.267023, -2.265883], [-1.824414, 0.553313, 3.906039], [-1.819244, 0.393223, 2.385871], [-0.508943, -0.918040, 1.721454], [-1.316537, -2.719375, 1.785464], [-1.794652, -3.138526, 3.175424], [1.041645, -0.980346, 2.913654], [2.356785, -0.741393, 2.834113], [3.437377, -0.218460, 1.263679], [4.076505, 1.612890, 0.998366], [4.855252, 2.328199, 2.098194], [4.610526, -1.749766, 0.901371], [6.096724, -1.505621, 1.173829], [3.241283, -0.990954, 4.015766], [2.901672, -1.891813, 5.030331], [3.737483, -2.094081, 6.112185], [4.942529, -1.409783, 6.211818], [5.305327, -0.528359, 5.209675], [4.459768, -0.331324, 4.126466], [-2.557559, 1.298529, 4.218592], [-0.851864, 0.873308, 4.279825], [-2.071467, -0.376937, 4.416591], [-1.630327, 1.351779, 1.903514], [-2.794611, 0.057393, 2.025907], [-0.602059, -3.457189, 1.412679], [-2.158557, -2.713212, 1.088000], [-0.970421, -3.188860, 3.887215], [-2.260055, -4.124301, 3.149426], [-2.534385, -2.443695, 3.570916], [0.692934, -1.304362, 3.895081], [3.174813, 2.167600, 0.743424], [4.670442, 1.550849, 0.086175], [4.293414, 2.397327, 3.030315], [5.091661, 3.344162, 1.780596], [5.804554, 1.838136, 2.315772], [4.499512, -2.021071, -0.148243], [4.234164, -2.579203, 1.505604], [6.450134, -0.607325, 0.666745], [6.692887, -2.339240, 0.804037], [6.303502, -1.404710, 2.238010], [1.990380, -2.467989, 4.970234], [3.452345, -2.799750, 6.879854], [5.592886, -1.571857, 7.059517], [6.239776, 0.012253, 5.266773], [4.771138, 0.387970, 3.377581], [0.879035, -2.491162, -0.621732], [1.708996, -2.647331, -1.854571], [2.159425, -1.307474, -2.455364], [2.920536, -0.469644, -1.468820], [4.039301, -0.078269, -1.609602], [2.232696, -0.267804, -0.297493], [1.434424, -2.699002, 0.206136], [0.120378, -3.167115, -0.633830], [1.105796, -3.156390, -2.602218], [2.578386, -3.272119, -1.636814], [1.287125, -0.768286, -2.832564], [2.809733, -1.481633, -3.312582], [-0.739598, -1.467334, -2.383909], [-1.822468, -1.183396, -1.842217], [-1.785600, -0.489096, -0.778803], [-3.134750, -1.652601, -2.361058], [-3.166546, -2.492137, -3.470474], [-4.395717, -2.886265, -3.960428], [-5.593427, -2.479091, -3.400723], [-5.513885, -1.654231, -2.294326], [-4.313640, -1.235102, -1.754946], [-6.768537, -1.203932, -1.654850], [-7.802042, -1.563169, -2.163329], [-6.659519, -0.511497, -0.667592], [-4.433898, -3.774945, -5.142197], [-3.372546, -4.197668, -5.541081], [-5.519205, -4.012981, -5.614095], [-2.254729, -2.819559, -3.948439], [-6.543907, -2.790942, -3.808213], [-4.304063, -0.597279, -0.883022]],
  "forces_ev_per_angstrom": [[0.406, -0.076, -0.724], [0.033, -0.086, -0.003], [-0.102, 0.003, -0.013], [-0.011, 0.015, -0.129], [-0.034, -0.069, -0.051], [-0.008, 0.015, -0.025], [-0.010, 0.005, -0.001], [-0.023, 0.040, 0.095], [0.128, -0.098, 0.177], [-0.093, 0.154, 0.111], [0.096, 0.110, -0.110], [0.139, 0.047, 0.098], [0.042, 0.018, 0.108], [-0.026, -0.110, -0.069], [0.017, -0.028, 0.048], [-0.025, -0.053, -0.003], [0.005, -0.008, -0.031], [0.022, 0.092, -0.028], [-0.038, -0.107, -0.081], [-0.018, 0.017, -0.123], [0.008, -0.049, 0.035], [-0.003, -0.006, 0.001], [0.017, -0.053, -0.002], [0.014, 0.024, 0.017], [0.001, 0.013, -0.009], [0.016, -0.078, 0.012], [0.011, 0.053, -0.002], [-0.015, 0.003, -0.030], [-0.014, -0.019, -0.013], [-0.024, -0.128, 0.050], [-0.056, 0.069, 0.033], [-0.018, 0.034, 0.023], [-0.012, -0.084, 0.003], [-0.234, -0.009, 0.259], [0.013, -0.003, -0.039], [-0.038, -0.009, 0.017], [0.087, 0.109, 0.005], [-0.189, -0.030, -0.022], [-0.032, 0.008, -0.037], [0.099, -0.063, 0.061], [-0.002, 0.069, -0.017], [0.009, 0.042, -0.007], [0.006, 0.049, 0.007], [-0.008, -0.034, -0.040], [0.010, -0.054, -0.083], [0.020, 0.014, 0.023], [0.011, 0.001, -0.003], [-0.041, -0.025, 0.018], [0.155, 0.132, -0.025], [-0.004, 0.005, -0.002], [0.076, 0.035, 0.017], [-0.008, -0.033, 0.007], [0.027, 0.055, -0.044], [-0.008, -0.003, 0.010], [0.026, -0.019, 0.022], [-0.008, 0.013, -0.028], [0.030, 0.015, 0.032], [0.000, -0.019, 0.000], [-0.029, 0.024, 0.007], [0.034, -0.022, 0.119], [-0.057, 0.027, -0.046], [-0.006, -0.004, 0.019], [0.005, 0.042, 0.005], [-0.016, 0.009, -0.011], [0.025, -0.012, -0.006], [-0.087, -0.037, 0.000], [0.032, 0.011, 0.005], [0.013, 0.031, -0.015], [-0.002, -0.024, 0.010], [-0.020, 0.041, 0.037], [-0.090, -0.022, -0.055], [-0.009, -0.021, 0.027], [0.021, -0.008, 0.025], [0.036, 0.017, 0.003], [-0.059, -0.108, 0.029], [0.113, -0.069, 0.252], [-0.010, -0.073, 0.033], [0.043, -0.048, -0.131], [0.040, -0.084, 0.092], [0.135, 0.088, -0.068], [0.081, -0.054, -0.077], [-0.071, -0.041, -0.084], [0.079, 0.054, -0.015], [0.060, -0.005, 0.016], [-0.043, 0.042, -0.021], [0.063, 0.052, 0.005], [-0.001, -0.040, 0.074], [0.376, 0.128, -0.343], [-0.335, -0.103, 0.389], [-0.859, 0.217, 0.403], [0.086, 0.006, -0.200], [-0.071, 0.080, 0.050], [0.007, 0.050, 0.042], [0.116, 0.056, 0.042], [0.054, -0.050, -0.032], [0.019, -0.027, -0.054], [0.098, -0.028, -0.009], [-0.171, -0.027, -0.045], [-0.032, 0.085, 0.102], [-0.009, 0.033, 0.116], [0.129, -0.055, -0.096], [-0.120, -0.046, -0.086], [-0.007, -0.007, -0.006], [0.012, 0.003, 0.008], [0.008, 0.010, -0.001]],
  "charge": 1,
  "e_homo_ha": [-0.3973, -0.3972],
  "total_energy_ev": -281637.7351,
  "homo_lumo_gap_ev": [7.0, 7.5],
  "spin_multiplicity": 2,
  "mol_weight_g_mol": 1033.95,
  "fmax_ev_per_a": 0.97
}